(1)
C33H45BrHgNO2P2 | wB97M-V/def2-TZVPD

Expectation value of S² ... 0.763
Spin multiplicity ... 2
Energy ... -4899.5964 hartree
Energy above the lowest of the compared OMol25 structures with the same formula, charge and spin ... 0.00 kcal per mole
Net charge ... -2
E_HOMO (alpha / beta) ... 0.086 / 0.006 Ha

CARTESIAN COORDINATES (ANGSTROEM)
Hg -12.08692 -12.01813 1.13624
C -15.17074 -12.31318 -2.59581
C -13.87670 -12.29280 -1.73455
C -12.69595 -12.47779 -2.67103
P -13.74243 -13.33901 -0.16756
C -15.31177 -13.56356 0.67003
C -16.16940 -14.69655 0.20813
C -14.93494 -13.97628 2.12199
C -12.66214 -14.70917 -0.76796
C -13.30005 -15.54299 -1.68819
C -12.68750 -16.72813 -2.13929
C -13.45813 -17.53037 -3.13352
C -11.45008 -17.10816 -1.68652
C -10.79718 -16.30547 -0.69726
C -11.38356 -15.09269 -0.14268
N -10.91463 -14.38818 0.92497
C -10.15372 -14.99699 1.86361
C -10.21467 -16.43554 2.24652
C -9.11303 -17.17653 2.62256
C -7.86796 -16.48819 2.72631
C -6.50378 -17.11333 2.66157
C -7.89934 -15.09647 2.72474
C -9.04068 -14.29865 2.49240
P -8.73782 -12.45739 2.55322
C -7.68182 -12.25278 1.03043
C -8.23604 -11.07811 0.21596
C -6.19858 -11.99157 1.33778
C -8.35220 -12.20746 4.30297
C -8.21006 -10.68379 4.46585
C -7.30359 -13.17176 4.88907
H -14.94634 -12.71016 -3.59013
H -15.55325 -11.27364 -2.63748
H -15.97810 -12.95934 -2.16556
H -13.83255 -11.26124 -1.31654
H -12.81531 -13.39231 -3.31920
H -11.72198 -12.48031 -2.18510
H -12.73122 -11.63389 -3.36466
H -15.90403 -12.65064 0.60230
H -16.36130 -14.85739 -0.85757
H -17.12260 -14.48236 0.65662
H -15.85490 -15.66251 0.68248
H -14.28524 -14.85827 2.09388
H -15.82921 -14.22215 2.69003
H -14.36360 -13.19724 2.66911
H -14.25168 -15.29223 -2.16230
H -14.53236 -17.33309 -3.01515
H -13.31890 -18.64162 -2.99954
H -13.16242 -17.27948 -4.17058
H -10.93424 -17.94100 -2.13040
H -9.82153 -16.62043 -0.33912
H -11.16725 -16.98062 2.12428
H -9.18437 -18.25304 2.91165
H -6.53306 -18.09718 2.18115
H -5.93015 -17.17529 3.63237
H -5.84359 -16.46694 2.05759
H -6.95845 -14.62965 2.89704
H -7.76259 -13.19662 0.48754
H -8.27284 -10.18161 0.82237
H -9.27535 -11.29574 -0.13467
H -7.57427 -10.89460 -0.64883
H -5.96298 -11.17381 1.98043
H -5.62437 -11.79643 0.37491
H -5.68745 -12.89164 1.75903
H -9.33195 -12.47910 4.77921
H -7.97411 -10.38641 5.47947
H -9.12494 -10.11407 4.18615
H -7.37533 -10.35552 3.81389
H -6.40107 -13.18479 4.31013
H -7.80327 -14.18156 4.97370
H -7.01442 -12.91921 5.96100
H -10.01530 -11.97738 2.77898
Br -15.14939 -15.61384 9.40481
C -13.53479 -15.50179 8.19108
C -12.61987 -16.56851 8.19730
C -11.72392 -16.86464 7.18046
C -11.61567 -16.06257 6.07126
C -12.39328 -14.89086 6.11805
C -13.25701 -14.56369 7.20741
C -12.34850 -13.72390 5.12343
O -11.55439 -12.78147 5.33030
O -13.00157 -13.97460 4.07439
H -12.63560 -17.23996 9.02422
H -11.15036 -17.76302 7.30018
H -10.99582 -16.23144 5.19963
H -13.73617 -13.56266 7.18296

Results of the Löwdin charge analysis, in e, for atoms 1 through 4:
1 Hg 0.36
2 C -0.14
3 C -0.57
4 C -0.17

(2)
C33H45Cl36F4N4 | wB97M-V/def2-TZVPD

Energy ... -18469.4031 hartree
Net charge ... +1
E_HOMO ... -0.431 Ha

CARTESIAN COORDINATES (ANGSTROEM)
C 0.35224 4.82123 0.43546
C 1.46285 4.03235 0.59844
N 1.27548 2.76216 1.27478
C 1.36384 1.64002 0.41879
N 0.18098 0.99368 0.07527
C -0.28742 0.03903 1.12230
C -1.33873 -0.88927 0.49284
F -1.01682 -2.21689 0.69249
N 2.46284 1.17191 -0.06586
C 3.78581 1.73916 0.24665
C 4.77315 1.69757 -0.91909
C 4.29812 2.35096 -2.23564
C 5.15021 3.55422 -2.68529
C 4.50877 4.87867 -2.15384
C 3.69229 5.61638 -3.23332
C 2.28601 6.10029 -2.78838
C 1.15436 5.50496 -3.63580
C 0.78085 4.07368 -3.18176
C 0.69118 3.03594 -4.33030
C 2.40165 -0.03169 -0.88553
C 2.11642 0.02577 -2.22191
C 2.07240 -1.12541 -2.97771
C 2.29391 -2.31973 -2.30505
C 2.54187 -2.26285 -0.94697
N 2.61768 -1.15115 -0.22277
C 1.83035 2.60469 2.59528
F 2.23863 1.34271 2.79888
F 0.91500 2.89084 3.51607
F 2.87103 3.41794 2.80260
H -0.02062 5.06215 -0.54815
H -0.20043 5.16156 1.31206
H 2.45736 4.37630 0.32959
H -0.50473 1.72548 -0.09482
H 0.53592 -0.53487 1.53788
H -0.80240 0.62075 1.89092
H -2.35207 -0.66814 0.82736
H -1.32639 -0.72072 -0.58779
H 3.72596 2.72426 0.69309
H 4.21821 1.08549 1.01036
H 5.01942 0.64979 -1.10265
H 5.70317 2.15418 -0.57985
H 4.33360 1.58889 -3.01606
H 3.25577 2.65750 -2.12966
H 5.10498 3.60592 -3.77094
H 6.16701 3.45396 -2.31080
H 5.29439 5.52072 -1.75347
H 3.88247 4.60602 -1.29835
H 4.25928 6.50030 -3.52161
H 3.55814 4.96944 -4.10168
H 2.09762 5.85202 -1.73813
H 2.23949 7.18851 -2.85341
H 1.43887 5.52161 -4.68801
H 0.27302 6.13569 -3.50136
H -0.14390 4.06934 -2.60331
H 1.57903 3.74886 -2.50477
H 0.86715 3.48595 -5.30090
H 1.43639 2.24953 -4.19177
H -0.28370 2.54963 -4.28992
H 1.91875 0.98459 -2.68520
H 1.86742 -1.09532 -4.03835
H 2.26587 -3.26926 -2.82097
H 2.68621 -3.19862 -0.41677
C -1.90908 -5.83591 0.70173
Cl -3.28994 -5.48080 1.74351
Cl -1.33259 -7.48486 0.95937
Cl -2.32726 -5.57890 -0.99126
H -1.10847 -5.15444 0.95908
C -4.14375 -8.30925 3.94820
Cl -5.20305 -7.30633 4.94194
Cl -3.24048 -9.45005 4.93938
Cl -5.06839 -9.15762 2.70800
H -3.43583 -7.65840 3.45366
C -1.00974 8.74046 -1.06555
Cl -1.12965 9.72184 0.38376
Cl 0.22285 9.35823 -2.16049
Cl -0.65329 7.04443 -0.63116
H -1.96320 8.76698 -1.57823
C 3.00496 -6.28788 -3.72866
Cl 3.28584 -6.07720 -1.99709
Cl 1.74834 -5.17691 -4.29123
Cl 4.49270 -6.05727 -4.63756
H 2.65599 -7.29862 -3.89395
C -0.39703 -6.40828 5.81677
Cl -0.91133 -6.96886 4.22617
Cl -0.02467 -7.77833 6.86483
Cl 0.99359 -5.33146 5.68262
H -1.21284 -5.85384 6.26209
C 1.47743 -6.84282 10.06132
Cl 0.58355 -5.57392 10.90143
Cl 3.06888 -6.26591 9.56270
Cl 1.61551 -8.28605 11.06316
H 0.92541 -7.10411 9.16904
C -4.60077 10.36052 2.50317
Cl -4.03732 11.69548 1.50295
Cl -4.56298 8.83955 1.60235
Cl -3.64099 10.23160 3.97793
H -5.62768 10.55826 2.78152
C -7.79849 11.99960 -0.19323
Cl -7.58537 12.33966 1.52683
Cl -6.25335 11.69294 -0.99061
Cl -8.89837 10.64218 -0.42452
H -8.24152 12.87493 -0.64918
C -0.71663 0.51859 -6.96393
Cl 0.79010 1.41637 -7.12689
Cl -0.65708 -0.53531 -5.54194
Cl -2.09093 1.62058 -6.86440
H -0.84246 -0.10381 -7.84013
C -4.22327 -13.03722 5.70251
Cl -5.27847 -12.03957 6.70412
Cl -3.32265 -14.18515 6.69417
Cl -5.14601 -13.87656 4.45275
H -3.51336 -12.38759 5.21202
C -4.56798 -0.87141 -5.39935
Cl -5.57310 0.34249 -4.60829
Cl -3.73899 -1.87344 -4.20501
Cl -5.52371 -1.86444 -6.49513
H -3.81586 -0.35457 -5.98019
C -0.75633 -12.52500 3.47637
Cl -0.67456 -14.26611 3.72278
Cl -2.38376 -12.03476 3.00110
Cl -0.25516 -11.66088 4.93439
H -0.07707 -12.26276 2.67635

Results of the Löwdin charge analysis, in e, for atoms 1 through 4:
1 C -0.01
2 C -0.11
3 N 0.06
4 C -0.23

The lowest net charge belongs to which entry?
C33H45BrHgNO2P2